The following is a DFT calculation (ωB97M-V/def2-TZVPD) of an isolated molecule of C3H6NOP in a non-equilibrium geometry.

The HOMO energy (alpha / beta) comes out at -6.38 / -10.07 eV. The value obtained for the total energy is -16030.00135 eV. The value obtained for the energy above the lowest of the compared OMol25 structures with the same formula, charge and spin is 12.2 kcal/mol. As for the orbital gap (alpha / beta): 7.326 / 7.465 eV. As for the largest force on an atom: 5.5 eV Å⁻¹.

```
! RIJCOSX wB97M-V def2-TZVPD def2/J DEFGRID3
* xyz 0 3
C -0.31233 -1.44524 0.16593
C -0.53707 -0.14721 -0.67155
C -0.81513 1.10285 0.16760
N 0.83002 -0.83557 -0.52583
O 2.60884 1.26506 0.04107
P 2.33790 -0.05752 0.47692
H -0.26863 -1.31895 1.31107
H -0.47495 -2.49937 -0.20036
H -0.91294 -0.17413 -1.77402
H -0.22047 1.12182 1.12712
H -1.85872 0.93806 0.31915
H -0.37653 2.05020 -0.43710
*
```

Atom charges from the natural (NBO) analysis, given in e for atoms 1 to 4: C -0.31; C -0.09; C -0.65; N -0.40

---

The following is a DFT calculation (ωB97M-V/def2-TZVPD) of a cluster of 2 separate species, C3H6NOS in total in a non-equilibrium geometry.

The HOMO energy (alpha / beta) comes out at -2.85 / -2.85 eV. The value obtained for the total energy is -17578.49720 eV. The value obtained for the energy above the lowest of the compared OMol25 structures with the same formula, charge and spin is 105.3 kcal/mol. As for the orbital gap (alpha / beta): 6.549 / 6.553 eV. As for the largest force on an atom: 3.2 eV Å⁻¹.

```
! RIJCOSX wB97M-V def2-TZVPD def2/J DEFGRID3
* xyz -1 1
C -2.40532 -0.09885 -0.27391
C -1.10304 -0.21545 -0.48641
C -0.05517 0.11925 0.49966
N 3.17366 -0.11864 -0.40270
O 2.58848 -1.07269 0.18214
S 0.59289 1.74800 0.05897
H -3.13089 -0.26072 -1.05751
H -2.79780 0.19500 0.68749
H -0.73784 -0.47503 -1.47224
H 0.80333 -0.58006 0.44593
H -0.42780 0.16110 1.52297
H 3.49949 0.59811 0.29561
*
```

Atom charges from the natural (NBO) analysis, given in e for atoms 1 to 4: C -0.48; C -0.13; C -0.59; N -0.08

---

Q: Which formula does entry 2 have?
A: C3H6NOS

---

Q: What is the largest force on an atom in the second record?
A: 3.2 eV Å⁻¹

---

Repeat the second record exactly.
The following is a DFT calculation (ωB97M-V/def2-TZVPD) of a cluster of 2 separate species, C3H6NOS in total in a non-equilibrium geometry.

The HOMO energy (alpha / beta) comes out at -2.85 / -2.85 eV. The value obtained for the total energy is -17578.49720 eV. The value obtained for the energy above the lowest of the compared OMol25 structures with the same formula, charge and spin is 105.3 kcal/mol. As for the orbital gap (alpha / beta): 6.549 / 6.553 eV. As for the largest force on an atom: 3.2 eV Å⁻¹.

```
! RIJCOSX wB97M-V def2-TZVPD def2/J DEFGRID3
* xyz -1 1
C -2.40532 -0.09885 -0.27391
C -1.10304 -0.21545 -0.48641
C -0.05517 0.11925 0.49966
N 3.17366 -0.11864 -0.40270
O 2.58848 -1.07269 0.18214
S 0.59289 1.74800 0.05897
H -3.13089 -0.26072 -1.05751
H -2.79780 0.19500 0.68749
H -0.73784 -0.47503 -1.47224
H 0.80333 -0.58006 0.44593
H -0.42780 0.16110 1.52297
H 3.49949 0.59811 0.29561
*
```

Atom charges from the natural (NBO) analysis, given in e for atoms 1 to 4: C -0.48; C -0.13; C -0.59; N -0.08

---

What did the first record say?
The following is a DFT calculation (ωB97M-V/def2-TZVPD) of an isolated molecule of C3H6NOP in a non-equilibrium geometry.

The HOMO energy (alpha / beta) comes out at -6.38 / -10.07 eV. The value obtained for the total energy is -16030.00135 eV. The value obtained for the energy above the lowest of the compared OMol25 structures with the same formula, charge and spin is 12.2 kcal/mol. As for the orbital gap (alpha / beta): 7.326 / 7.465 eV. As for the largest force on an atom: 5.5 eV Å⁻¹.

```
! RIJCOSX wB97M-V def2-TZVPD def2/J DEFGRID3
* xyz 0 3
C -0.31233 -1.44524 0.16593
C -0.53707 -0.14721 -0.67155
C -0.81513 1.10285 0.16760
N 0.83002 -0.83557 -0.52583
O 2.60884 1.26506 0.04107
P 2.33790 -0.05752 0.47692
H -0.26863 -1.31895 1.31107
H -0.47495 -2.49937 -0.20036
H -0.91294 -0.17413 -1.77402
H -0.22047 1.12182 1.12712
H -1.85872 0.93806 0.31915
H -0.37653 2.05020 -0.43710
*
```

Atom charges from the natural (NBO) analysis, given in e for atoms 1 to 4: C -0.31; C -0.09; C -0.65; N -0.40